17 unconnected molecules or ions with the total composition C75H180N4O17. Source: OMol25; level of theory: ωB97M-V/def2-TZVPD.

```
276
C75H180N4O17 ωB97M-V/def2-TZVPD
C -7.29366 5.10093 2.89796
C -5.80599 5.09810 2.58432
C -5.42831 4.24726 1.35921
O -5.42605 6.39395 2.30545
H -7.63669 5.74008 3.71155
H -7.64710 4.09797 3.13720
H -7.94208 5.36518 2.06260
H -5.22713 4.79467 3.45664
H -5.80889 4.57448 0.39164
H -5.71848 3.19942 1.43616
H -4.38032 4.20611 1.06236
H -5.96306 6.71993 1.57953
C -0.03695 6.60627 2.94988
C -0.74605 7.68164 3.80052
C -1.08475 8.91295 2.93782
O -1.95034 7.32589 4.43437
H 0.22252 5.74949 3.57175
H 0.91532 7.01305 2.60958
H -0.57757 6.33442 2.04328
H -0.14766 7.94531 4.67259
H -0.15649 9.39088 2.62474
H -1.71652 9.59018 3.51255
H -1.62516 8.57102 2.05512
H -2.56332 7.16472 3.71334
C 1.15847 3.51883 8.05271
C 0.71685 3.81948 9.46930
C 1.27222 5.13728 9.82998
O -0.66862 3.75019 9.67125
H 2.22377 3.73501 7.97218
H 0.54244 4.07263 7.34425
H 0.85108 2.52707 7.72098
H 1.20241 3.09524 10.12338
H 1.09342 5.32425 10.88883
H 0.79257 5.92287 9.24612
H 2.34119 5.22096 9.63402
H -1.02978 4.61402 9.45918
C 8.94902 -3.15855 -3.75644
C 8.63573 -1.83361 -3.19210
C 9.43861 -0.68104 -3.87826
O 7.24715 -1.53072 -3.32042
H 8.48710 -3.99558 -3.23287
H 10.03289 -3.25128 -3.82503
H 8.58122 -3.29153 -4.77384
H 8.87651 -1.92332 -2.13282
H 8.89787 0.21862 -3.58446
H 9.33339 -0.82604 -4.95344
H 10.50045 -0.50292 -3.70836
H 6.86357 -2.38528 -3.11018
C 4.32398 3.07218 -2.83045
C 3.97897 2.62027 -4.22962
C 5.04752 2.86506 -5.30094
O 3.90777 1.19914 -4.24005
H 3.62629 2.75727 -2.05445
H 4.37313 4.16097 -2.81604
H 5.31169 2.65768 -2.62866
H 3.07439 3.07328 -4.63537
H 5.97617 2.93763 -4.73489
H 4.98455 3.86738 -5.72461
H 5.04062 2.12529 -6.10143
H 4.79945 0.84650 -4.19363
C -2.07825 1.78152 -9.96940
C -2.07106 2.51493 -8.66127
C -1.09874 1.75377 -7.67573
O -1.49260 3.74386 -8.87618
H -1.10151 1.72451 -10.44983
H -2.80315 2.30522 -10.59260
H -2.48853 0.77737 -9.86240
H -3.04815 2.74152 -8.23463
H -0.11689 1.54042 -8.09830
H -1.60194 0.82082 -7.42184
H -0.94716 2.20048 -6.69309
H -0.74747 3.61878 -9.46842
C 2.51806 -5.97890 -2.21465
C 3.83321 -5.55221 -2.95751
C 3.61569 -4.80152 -4.25842
O 4.64978 -4.77892 -2.11351
H 2.66270 -6.21701 -1.16085
H 1.90874 -6.79823 -2.59612
H 1.93841 -5.05581 -2.21026
H 4.32686 -6.49785 -3.18154
H 3.16530 -3.80895 -4.26413
H 3.09440 -5.48555 -4.92810
H 4.55821 -4.62707 -4.77740
H 4.14604 -4.05621 -1.73202
C -6.26573 0.56107 -4.44264
C -6.88207 0.57453 -5.85341
C -8.20858 -0.22948 -5.94381
O -6.98558 1.94797 -6.16364
H -6.92102 1.00890 -3.69553
H -5.42961 1.24894 -4.31674
H -6.04386 -0.42597 -4.03690
H -6.13985 0.11170 -6.50379
H -8.46919 -0.45091 -6.97877
H -9.05358 0.34540 -5.56488
H -8.18058 -1.16562 -5.38617
H -7.19013 1.99333 -7.10051
C 1.85580 -1.88139 8.76603
C 1.65860 -1.93688 10.27110
C 0.61351 -3.01042 10.69898
O 2.82939 -2.43310 10.86162
H 2.19425 -2.79866 8.28419
H 2.58222 -1.10976 8.51103
H 0.98922 -1.67162 8.13902
H 1.40256 -0.94853 10.65280
H -0.40103 -2.81453 10.35194
H 0.53897 -2.97360 11.78580
H 1.00344 -4.01906 10.56231
H 3.00224 -3.23356 10.36063
C 8.21628 -5.70012 1.24510
C 7.49972 -6.98195 1.66891
C 7.93129 -7.71052 2.95547
O 6.14097 -6.65908 1.88159
H 9.24733 -5.72466 1.59784
H 7.83528 -4.80764 1.74149
H 8.13787 -5.55899 0.16712
H 7.61443 -7.59155 0.77262
H 8.33000 -7.06911 3.74143
H 8.87121 -8.22455 2.75443
H 7.19285 -8.41762 3.33338
H 5.78739 -6.09170 1.19264
C 1.90713 -7.87417 6.58939
C 2.71674 -8.01300 5.28700
C 1.89790 -7.44130 4.11844
O 3.86929 -7.17699 5.40192
H 2.52604 -8.17523 7.43461
H 1.12152 -8.62974 6.58349
H 1.46169 -6.89348 6.75660
H 2.98046 -9.06718 5.20173
H 0.89779 -7.87203 4.16676
H 2.27601 -7.64438 3.11649
H 1.78926 -6.36352 4.23980
H 4.17837 -6.98968 4.51254
C 7.26453 0.45970 7.66805
C 7.39469 -1.06250 7.91003
C 8.07907 -1.84313 6.76119
O 8.15373 -1.28430 9.06771
H 8.24843 0.92873 7.66103
H 6.65182 0.97739 8.40608
H 6.78187 0.70514 6.72207
H 6.39170 -1.47130 8.03257
H 7.58885 -1.72783 5.79448
H 8.15598 -2.88174 7.08288
H 9.12384 -1.53654 6.71073
H 7.68458 -0.81627 9.76230
C 6.08779 4.51165 3.74942
C 6.11521 4.93564 2.29782
C 6.25143 6.45351 2.35903
O 7.17441 4.36507 1.51399
H 7.04959 4.68213 4.23313
H 5.84658 3.44966 3.79531
H 5.34802 5.10993 4.28130
H 5.13887 4.64866 1.90730
H 7.25862 6.77183 2.62796
H 5.57563 6.90427 3.08581
H 6.02733 6.88783 1.38473
H 6.82882 3.53363 1.18101
C -2.44118 8.90055 -7.30526
C -1.78098 9.25299 -6.00142
C -2.85306 10.10483 -5.18789
C -3.91923 9.36417 -4.40198
C -3.19480 8.38105 -3.50567
C -2.27815 7.40441 -4.24384
N -1.34733 8.10155 -5.18484
O -0.47302 7.27863 -5.80362
C -1.53850 6.66069 -3.07062
C -3.12195 6.38190 -5.01959
C -0.46237 10.13244 -6.19179
H -1.73700 8.25096 -7.82514
H -2.66808 9.74625 -7.95442
H -3.36428 8.34565 -7.13766
H -2.24069 10.74868 -4.55657
H -3.39298 10.76806 -5.86370
H -4.50913 8.80198 -5.12591
H -4.56778 10.09867 -3.92449
H -3.84470 7.81311 -2.83996
H -2.55893 8.99742 -2.87017
H -0.91315 5.84069 -3.42367
H -1.01381 7.36964 -2.43016
H -2.32620 6.25615 -2.43503
H -2.54368 5.51792 -5.34707
H -3.89080 5.85538 -4.45410
H -3.68511 6.76422 -5.87092
H 0.22687 10.09023 -5.34841
H -0.76124 11.16800 -6.02941
H -0.00257 9.92873 -7.15884
H -1.01783 6.78854 -6.42377
C -0.58381 -1.59758 0.01601
C 0.24512 -0.29862 0.01593
C -0.36485 0.68571 1.09401
C 0.11503 0.34590 2.51924
C 1.63082 0.31466 2.51278
C 2.22796 -0.71789 1.59552
N 1.69448 -0.50480 0.26412
O 2.30183 -1.34373 -0.71662
C 3.76286 -0.35629 1.54577
C 2.01069 -2.14920 2.05737
C 0.10416 0.36395 -1.35570
H -1.61266 -1.35717 -0.25188
H -0.56917 -2.04414 1.01022
H -0.21521 -2.34957 -0.68168
H -0.00251 1.69440 0.89565
H -1.45409 0.70145 1.13158
H -0.41955 -0.51413 2.92255
H -0.26282 1.18501 3.10338
H 1.87097 -0.07457 3.50218
H 2.04198 1.31977 2.41905
H 4.25228 -0.04790 2.46959
H 4.33562 -1.15941 1.08203
H 3.94076 0.41030 0.79158
H 2.21724 -2.91479 1.30952
H 2.67179 -2.32338 2.90633
H 1.01507 -2.30909 2.47123
H 0.58486 1.33533 -1.47166
H -0.90417 0.66334 -1.64159
H 0.49981 -0.21550 -2.18985
H 2.30946 -0.72222 -1.44824
C -3.93620 -5.54734 -9.35468
C -3.33368 -5.86864 -7.94332
C -2.32557 -4.76893 -7.65913
C -1.91648 -4.66882 -6.16523
C -3.19132 -4.66708 -5.25210
C -4.10453 -5.89351 -5.50979
N -4.46503 -5.88417 -6.91915
O -5.46099 -6.88558 -7.26211
C -3.46295 -7.17789 -4.98398
C -5.41732 -5.51956 -4.70008
C -2.46990 -7.19424 -8.04458
H -4.53889 -4.64339 -9.26670
H -4.69515 -6.29084 -9.59824
H -3.34721 -5.59747 -10.27046
H -1.36464 -4.94940 -8.14093
H -2.71784 -3.84572 -8.08565
H -1.49368 -3.69570 -5.91546
H -1.23850 -5.46422 -5.85573
H -3.69582 -3.70328 -5.32044
H -2.77164 -4.75900 -4.25035
H -4.22997 -7.87036 -5.33077
H -2.49599 -7.44095 -5.41280
H -3.38841 -7.19889 -3.89673
H -5.70324 -4.46822 -4.66809
H -6.26799 -6.11094 -5.03879
H -5.27178 -5.75650 -3.64615
H -2.93720 -8.14830 -7.80068
H -1.54818 -7.14169 -7.46511
H -2.11596 -7.38023 -9.05859
H -6.23942 -6.39661 -7.53875
C -6.30859 -5.32865 4.07303
C -5.99690 -4.07007 3.20625
C -7.36854 -3.44573 2.67711
C -8.20677 -2.71839 3.71696
C -7.24770 -1.58137 4.20890
C -5.95817 -2.10445 4.91695
N -5.31277 -3.05832 3.97078
O -4.13863 -3.47081 4.47780
C -5.09318 -0.90017 5.17990
C -6.32703 -2.68233 6.32662
C -5.15199 -4.49500 2.00495
H -7.05044 -5.18802 4.85914
H -5.34932 -5.60291 4.51201
H -6.76480 -6.11199 3.46778
H -7.28101 -2.86715 1.75750
H -8.00541 -4.28625 2.40135
H -8.58245 -3.34007 4.52967
H -9.08494 -2.23715 3.28647
H -7.85080 -0.84878 4.74525
H -6.96154 -0.99338 3.33683
H -4.20411 -1.22829 5.71843
H -4.71429 -0.45848 4.25824
H -5.60811 -0.13906 5.76613
H -7.22004 -3.29553 6.20567
H -5.52796 -3.27692 6.76939
H -6.56227 -1.94537 7.09452
H -4.89374 -3.59701 1.44373
H -5.62330 -5.23297 1.35582
H -4.22974 -4.91485 2.40659
H -3.46126 -2.93624 4.05710
```

Results
E_HOMO = -8.1 eV
Energy = -4463.2312 hartree
LUMO = -0.0031 Eh

2 unconnected molecules or ions with the total composition C2H7OS. Source: OMol25; level of theory: ωB97M-V/def2-TZVPD.

```
11
C2H7OS ωB97M-V/def2-TZVPD
O -2.57000 -0.05807 -1.68153
H -1.88405 0.60832 -1.89880
C -0.62047 -0.78964 0.89246
S 0.97716 -0.26340 1.61914
C 2.25830 0.31502 0.26614
H -0.78225 -1.45074 0.00257
H -1.42641 -0.35651 1.43460
H -3.09317 0.36723 -1.01446
H 1.66307 0.20135 -0.61866
H 3.28934 -0.03474 0.59352
H 2.18848 1.46119 0.40502
```

Results
E_HOMO = -0.7 eV
Energy relative to the best compared isomer or geometry (same formula, charge and spin) = 360.16 kJ/mol
Energy = -553.7268 hartree
Total charge = -1
LUMO = 0.1510 Eh

3 unconnected molecules or ions with the total composition C12H34BNO11P3. Source: OMol25; level of theory: ωB97M-V/def2-TZVPD.

```
62
C12H34BNO11P3 ωB97M-V/def2-TZVPD
C -0.41629 -0.29273 2.36036
C -1.59465 -1.07806 1.76987
N -1.48503 -2.53468 1.82277
C -0.27872 -3.05438 1.13915
C -0.53048 -4.45730 0.56360
B 0.44574 -4.67499 -0.75419
P -0.33429 -3.78743 -2.31061
O 0.09552 -2.15655 -2.20421
O -2.02015 -3.73797 -2.17419
C -1.64839 -3.04950 3.13131
C -2.98399 -3.72151 3.36777
O -0.81373 -3.01614 4.00923
H -0.23593 0.59370 1.74909
H 0.51488 -0.85224 2.38090
H -0.60434 0.05146 3.37374
H -1.83969 -0.80515 0.74713
H -2.47706 -0.81550 2.36186
H 0.51610 -3.17620 1.88175
H 0.09245 -2.36260 0.38763
H -0.29608 -5.16180 1.37220
H -1.59709 -4.59147 0.36325
H 1.50205 -4.11578 -0.50049
H 0.62078 -5.85828 -0.97510
H 0.53391 -1.91522 -3.01832
H -2.28059 -4.60013 -1.83959
H -3.75412 -2.98301 3.14896
H -3.06289 -4.51479 2.62777
H -3.04979 -4.11800 4.37303
C -1.27559 5.64156 0.75156
O -2.52943 5.37767 0.09104
P -3.05697 3.82171 -0.02528
O -4.38922 3.99213 -0.64603
O -3.11026 3.58246 1.57252
C -4.20007 4.13598 2.30209
O -2.65771 2.26691 -0.25852
C -2.45336 1.85606 -1.63101
H -0.64102 6.22303 0.08429
H -1.47455 6.22113 1.65222
H -0.75132 4.72712 1.02403
H -4.80882 4.80279 1.69249
H -3.79960 4.69933 3.14641
H -4.81748 3.32060 2.67620
H -1.86744 2.58851 -2.18435
H -3.41760 1.71478 -2.11490
H -1.91311 0.91228 -1.61766
C 6.31255 1.63032 -1.04606
O 5.83428 0.49595 -1.79128
P 4.22457 0.38995 -2.14222
O 4.17299 -0.82339 -2.98118
O 4.19585 1.78100 -2.97819
C 4.72382 1.77614 -4.29916
O 2.70852 0.64749 -1.63633
C 2.12958 -0.34994 -0.74585
H 6.87131 1.27448 -0.18124
H 6.97599 2.21142 -1.68630
H 5.50173 2.26925 -0.69911
H 5.23264 0.84255 -4.53672
H 5.43700 2.59779 -4.38996
H 3.90638 1.93236 -5.00220
H 2.84256 -0.64630 0.02318
H 1.81383 -1.22332 -1.31053
H 1.26179 0.09647 -0.26664
```

Results
E_HOMO = -3.1 eV
Energy = -2409.0382 hartree
Total charge = -1
LUMO = 0.0608 Eh

A molecular structure, C25H32BrHfN8O3. Source: OMol25; level of theory: ωB97M-V/def2-TZVPD.

```
70
C25H32BrHfN8O3 ωB97M-V/def2-TZVPD
Hf 0.64781 -1.72458 0.62601
O -1.54999 0.47722 3.40391
C -0.67869 -0.06248 2.72831
N -0.84219 -1.13348 1.95061
C -2.05139 -1.89948 2.16181
C -2.00739 -3.21738 1.43531
C -2.87059 -4.24598 1.80351
C -2.81049 -5.45458 1.13761
C -1.87049 -5.61178 0.12701
C -1.03619 -4.55088 -0.16389
N -1.10509 -3.37258 0.45951
C 0.74511 0.44472 2.78751
C 1.01761 1.56422 3.56761
C 2.32831 1.96602 3.75571
C 3.33361 1.20232 3.18461
C 2.97331 0.10282 2.42711
N 1.71611 -0.27288 2.20751
H -2.94139 -1.32798 1.84451
H -2.17609 -2.09138 3.23971
H -3.56589 -4.10118 2.61391
H -3.47279 -6.26088 1.41081
H -1.77319 -6.54298 -0.40539
H -0.27029 -4.63338 -0.92579
H 0.18511 2.07982 4.02081
H 2.56691 2.83472 4.35051
H 4.37731 1.43602 3.32701
H 3.73761 -0.52268 1.99151
N -1.59209 -1.05598 -0.94639
C -1.26679 0.21822 -1.59119
C -2.48169 0.92142 -2.21289
C -2.06039 2.03512 -3.18809
C -2.81699 3.33542 -2.93659
N -2.46849 3.76632 -1.60039
C -2.92669 4.82152 -0.97379
N -2.50359 5.04702 0.27251
N -3.79529 5.66382 -1.55239
C -0.47249 1.04762 -0.53209
O -0.80409 2.21242 -0.27619
O 0.49561 0.43812 -0.01329
H -1.88129 -1.73318 -1.65039
H -2.38659 -0.91588 -0.32489
H -0.55629 -0.00528 -2.39289
H -3.11209 1.32582 -1.41769
H -3.07269 0.17092 -2.74559
H -2.21729 1.72122 -4.21859
H -0.99559 2.24312 -3.06679
H -3.90039 3.17532 -3.01619
H -2.51339 4.08822 -3.67539
H -1.79579 3.13612 -1.08239
H -1.88919 4.37022 0.69841
H -2.83029 5.82482 0.81801
H -4.05759 5.53652 -2.51399
H -4.08739 6.50662 -1.09189
C 5.76231 0.50592 -1.49469
C 4.78281 -0.51878 -1.02039
C 5.08001 -1.36268 0.04471
C 4.09031 -2.19548 0.55511
C 2.79861 -2.20458 0.03021
Br 1.16521 -3.46818 2.57401
N 2.63351 -1.50888 -1.13459
C 3.55491 -0.68418 -1.64189
H 6.45771 0.75012 -0.69449
H 5.25511 1.41722 -1.80169
H 6.32851 0.13132 -2.34679
H 6.05051 -1.31468 0.51441
H 4.29781 -2.82948 1.40671
H 3.29201 -0.11318 -2.52199
C 1.33321 -1.73968 -1.68899
H 1.19071 -1.07138 -2.54309
H 1.30921 -2.77068 -2.07299
```

Results
E_HOMO = -10.2 eV
Energy relative to the best compared isomer or geometry (same formula, charge and spin) = 9.54 kJ/mol
Energy = -4257.6761 hartree
Total charge = +1
LUMO = -0.0745 Eh

A gas-phase ion, C6H15N2 (charge +1). Source: OMol25; level of theory: ωB97M-V/def2-TZVPD.

```
23
C6H15N2 ωB97M-V/def2-TZVPD
C 0.74588 2.03949 0.78551
C -0.62605 1.24271 0.94919
C -1.00485 0.13538 -0.16377
C -1.82001 0.22467 -1.28894
N -2.59330 1.35696 -1.46552
C -0.15613 -1.23886 -0.05711
C 1.26507 -0.98050 -0.02773
N 1.91397 -2.37928 0.09217
H 0.53067 2.90795 0.00716
H 0.95678 2.34583 1.81012
H 1.68826 1.53376 0.69537
H -0.64935 0.70967 1.97984
H -1.29988 2.12144 0.87382
H -1.50482 -0.48120 -2.14192
H -2.71414 1.84978 -0.53183
H -3.40454 1.19762 -2.01871
H -0.52905 -1.94420 -0.89601
H -0.41282 -1.50676 0.89642
H 1.55400 -0.61125 -0.98509
H 1.42518 -0.47631 1.00431
H 1.93863 -2.87831 0.95502
H 1.71944 -3.05159 -0.62722
H 2.97706 -2.11700 0.15489
```

Results
E_HOMO = -11.0 eV
Energy relative to the best compared isomer or geometry (same formula, charge and spin) = 392.03 kJ/mol
Energy = -346.7633 hartree
Total charge = +1
Structure (SMILES) = CC/C(=C\N)CC[NH3+]
LUMO = -0.1360 Eh

A single C8H18O molecule. Source: OMol25; level of theory: ωB97M-V/def2-TZVPD.

```
27
C8H18O ωB97M-V/def2-TZVPD
C 2.54074 -1.28978 -0.77278
C 0.96958 -1.16186 -0.55217
C 0.56950 0.10172 0.20992
C 1.18144 1.36971 -0.40252
O 1.03588 -0.03071 1.55180
C -1.09152 0.18260 0.26850
C -1.74812 -1.19017 0.52284
C -1.51581 1.10295 1.43501
C -1.68132 0.75491 -1.03399
H 2.88142 -0.60087 -1.55040
H 3.10101 -1.10116 0.14628
H 2.76503 -2.30893 -1.10228
H 0.69091 -2.05321 0.01931
H 0.50194 -1.20568 -1.53908
H 0.98002 1.43719 -1.47568
H 2.26756 1.39846 -0.26365
H 0.79596 2.27070 0.08402
H 1.97405 0.21808 1.58713
H -2.82809 -1.08986 0.69051
H -1.63476 -1.85994 -0.33660
H -1.32239 -1.68140 1.40389
H -1.22911 0.68033 2.40450
H -1.06781 2.09781 1.35605
H -2.60457 1.23920 1.45757
H -1.36825 0.17692 -1.90886
H -2.77853 0.74500 -1.01078
H -1.38474 1.79798 -1.18853
```

Results
E_HOMO = -10.0 eV
Energy relative to the best compared isomer or geometry (same formula, charge and spin) = 12.50 kJ/mol
Energy = -390.8509 hartree
Structure (SMILES) = CC[C@](C)(O)C(C)(C)C
LUMO = 0.0303 Eh